Density functional theory data (ωB97M-V/def2-TZVPD) for a 2-piece molecular cluster, C2H3BrO overall in a non-equilibrium geometry.

Properties
Charge   0
HOMO energy   -9.13 eV
Relative energy (zero: lowest compared OMol25 entry of this formula, charge and spin)   625.4 kJ/mol
Calculated total energy   -74205.9308 eV

Last columns: bonded neighbours and bond lengths (Å).
Atoms and positions in Å:
1 Br -2.00 0.45 -1.68  O4 1.618, H6 1.455
2 C 0.60 -0.13 0.40  C3 1.171, H5 1.108
3 C 0.44 0.86 1.01  C2 1.171, H7 1.042
4 O -2.69 -0.63 -0.69  Br1 1.618
5 H 0.56 -1.16 0.00  C2 1.108
6 H -0.55 0.31 -1.71  Br1 1.455
7 H 0.34 1.63 1.70  C3 1.042

Here are the Löwdin charges for atoms 1 to 4, given in e: atom 1 (Br): 0.965, atom 2 (C): -0.062, atom 3 (C): -0.004, atom 4 (O): -0.857